(1)
A structure of composition C39H35Cl3F4N3P2S2Ta in a non-equilibrium geometry, computed with wB97M-V/def2-TZVPD.

XYZ file:
```
89
Properties=species:S:1:pos:R:3:forces:R:3
Ta -5.048561 -21.027911 -0.966074 -0.5762 0.2891 0.6949
C -0.874302 -20.990911 -2.857786 0.2803 0.8729 -0.3146
C -2.119140 -20.691822 -2.048544 -0.4021 -1.1445 -0.5837
N -3.481445 -20.871683 -2.751987 -0.1770 -0.2755 1.3367
C -3.598020 -19.729595 -3.728447 0.0378 -0.1863 0.7051
C -4.959947 -19.356663 -4.266796 0.4285 -0.9435 0.0542
C -3.726932 -22.267897 -3.229696 0.0965 -0.3397 -0.0389
C -3.834014 -23.369328 -2.116118 -0.5559 0.7081 -0.0952
N -4.743590 -22.985878 -0.963534 -0.0684 -0.6101 -0.3175
C -5.199775 -24.187541 -0.282728 0.0949 0.4986 -0.6488
C -6.214224 -25.008526 -0.835914 0.9708 -0.1124 0.3597
F -6.763250 -24.574200 -1.970947 -0.4778 0.0666 -0.2351
C -6.538210 -26.256779 -0.298247 1.2265 1.4543 1.5794
F -7.602531 -26.889775 -0.749180 0.1793 -0.4931 -0.1062
C -5.795516 -26.657518 0.855163 -0.9057 1.4573 -1.0894
C -4.849281 -25.835178 1.428751 0.4501 -0.1868 -0.3698
F -4.195915 -26.314372 2.511174 -0.3593 0.7972 -0.7310
C -4.522904 -24.601547 0.840622 0.8575 -0.4344 1.1354
F -3.479414 -23.877510 1.337403 -1.0027 -0.4348 -0.4708
H -0.034623 -21.067047 -2.159113 -0.1244 -0.0269 -0.1555
H -0.607445 -20.214226 -3.599579 -0.2940 -0.2293 0.4339
H -0.945342 -21.907315 -3.399524 0.0300 -0.8312 -0.2614
H -2.149923 -19.660240 -1.793144 0.2199 0.6865 0.7332
H -2.113794 -21.307181 -1.139101 -0.0273 0.1605 -0.4228
H -2.924720 -19.852898 -4.577685 0.1143 -0.4117 0.0757
H -3.209065 -18.903689 -3.150120 0.0910 0.4307 0.0102
H -5.306648 -20.248524 -4.814960 -0.3190 0.7635 -0.2117
H -4.669725 -18.543708 -4.924653 -0.7399 0.1261 -0.4241
H -5.713945 -19.032008 -3.530425 0.5020 -0.0557 -0.2317
H -2.964853 -22.604209 -3.932858 0.1662 0.1221 -0.0183
H -4.669835 -22.274295 -3.783124 0.1100 0.0979 0.0853
H -2.882955 -23.711500 -1.702029 0.1005 0.2387 -0.1431
H -4.305680 -24.213542 -2.624691 0.1311 -0.0221 0.0164
H -6.024631 -27.493268 1.443372 -0.5000 -1.4182 0.2793
S -3.484420 -20.269206 0.717212 -0.4906 0.2086 0.0469
P -4.767050 -18.583806 0.601868 1.2874 -0.5230 0.3797
C -6.028582 -19.268538 -0.288967 0.1644 -0.1796 -1.0053
P -7.612249 -19.749585 0.145898 -0.1881 0.0729 -1.5280
S -7.205801 -21.776016 0.150979 -0.1429 0.1715 0.1338
C -8.829406 -19.243417 -1.198740 -0.7625 0.5914 0.5412
C -10.143348 -19.814457 -1.062847 2.4952 -0.4829 0.3566
C -11.214347 -19.339027 -1.776978 2.4580 1.2733 -0.0495
C -10.990619 -18.230492 -2.591505 1.0085 1.2365 -0.7999
C -9.716744 -17.608385 -2.803816 0.2678 -1.2677 1.5155
C -8.616473 -18.112685 -2.054113 -1.1342 -0.8417 0.7231
C -8.342757 -19.148326 1.637353 -0.7576 1.4543 0.7145
C -8.974852 -19.983867 2.566364 0.1805 1.3740 -1.6875
C -9.899748 -19.405186 3.404749 -0.0599 -3.4825 1.5306
C -10.252750 -18.113425 3.418997 -1.3551 1.1856 1.6664
C -9.597728 -17.269465 2.622558 2.9542 0.9641 -3.1131
C -8.600596 -17.755208 1.734652 -0.7640 -0.5304 0.2475
C -5.161587 -18.037028 2.266116 0.0291 0.3990 -0.7570
C -5.620222 -18.901142 3.264804 -0.1682 0.4788 0.0533
C -6.172352 -18.362573 4.423511 0.8393 0.3589 -0.7042
C -6.159566 -16.978469 4.637270 -0.2401 -0.3713 -0.3728
C -5.599800 -16.162596 3.672596 0.5759 0.9717 -0.9246
C -5.150442 -16.650707 2.432835 0.4287 -0.1086 0.6856
C -3.785672 -17.337074 -0.286628 -0.3000 0.6398 -0.1101
C -4.440729 -16.363027 -1.080000 1.0127 -1.2076 0.9788
C -3.677011 -15.337905 -1.629047 -1.8425 0.9292 0.0577
C -2.363976 -15.158491 -1.319676 1.1469 -0.5285 0.0023
C -1.717377 -16.135739 -0.527424 1.6661 2.0888 -1.4595
C -2.391923 -17.213103 -0.068967 -0.1461 -1.4375 1.3376
H -10.189571 -20.706175 -0.408940 -0.4160 0.5954 -0.3498
H -12.116624 -19.825780 -1.660630 -2.0106 -0.5363 -0.0071
H -11.819880 -17.763122 -3.081935 -0.4338 -0.0139 -0.3375
H -9.499263 -16.736124 -3.449543 -0.7678 -0.6555 0.3923
H -7.661741 -17.583619 -2.040952 -0.1139 -0.3252 -0.2024
H -8.831062 -21.021643 2.421024 0.0015 -1.0552 0.5776
H -10.352785 -20.071866 4.129449 -0.2227 -0.0172 -0.0557
H -10.991185 -17.715044 4.114094 0.0080 -0.3717 -0.1747
H -9.760758 -16.222710 2.513496 -0.4332 0.6350 0.4769
H -8.123894 -17.034478 1.077584 0.0268 -0.1508 -0.0729
H -5.558912 -19.975506 3.150591 -0.0561 -0.0420 -0.1243
H -6.493881 -19.059608 5.152639 -0.5094 -0.3071 0.7607
H -6.610209 -16.520675 5.513720 0.2776 -0.2551 0.0349
H -5.430677 -15.099678 3.849948 -0.4316 -0.2181 0.1254
H -4.671416 -16.005910 1.658127 -0.6814 -0.4123 0.8986
H -5.514633 -16.410783 -1.179861 -0.0962 0.0506 -0.2643
H -4.223864 -14.552248 -2.148709 0.2563 -0.2170 -0.2437
H -1.823185 -14.308043 -1.755602 -0.1599 -0.4261 0.4388
H -0.618227 -15.988804 -0.382450 -1.1411 -0.4162 0.1737
H -1.781512 -17.923784 0.537659 -0.9910 0.3299 -0.4780
Cl -8.268025 -19.501082 -5.144448 -0.0372 -0.7248 -0.0495
C -8.431635 -21.180507 -4.483812 -0.1612 1.2140 0.2202
Cl -8.006321 -22.381274 -5.609530 0.5948 -0.9158 -1.2387
Cl -10.017921 -21.457256 -3.887259 -0.9309 -0.1219 0.2812
C -7.473944 -21.254384 -3.389315 2.3809 0.5296 1.4617
N -6.567157 -21.200246 -2.668484 -1.6720 -0.2237 -1.3328
```
Positions in Å, forces in eV/Å.

The relative energy (zero: lowest compared OMol25 entry of this formula, charge and spin) is 12.7 kcal/mol. Its net charge is +2. The calculation puts the energy at -135703.93667 eV. The calculation puts the molar mass at 1035.11 g/mol.

***

(2)
An isolated molecule of C6H6O4 in a non-equilibrium geometry, computed with wB97M-V/def2-TZVPD.

XYZ file:
```
16
Properties=species:S:1:pos:R:3:forces:R:3
O -3.348630 -0.198157 -0.691418 0.4297 0.0329 -0.0656
C -2.356414 0.107936 -0.131268 -1.0057 0.3361 -0.0485
O -1.693318 1.344276 -0.164485 -0.8845 -1.0272 -0.1823
O -0.879127 0.894226 0.925238 1.2701 0.8409 1.5202
C -1.352221 -0.439834 0.871155 -0.6737 -0.4125 0.0754
C -0.458872 -1.399666 0.204930 -0.9765 -2.4756 0.8969
C 0.566442 -1.190488 -0.600871 1.2605 -2.0948 -0.2377
C 1.330987 0.011365 -0.938772 -0.7955 0.2501 4.3044
C 1.755687 0.913442 -0.024611 -0.7489 -1.3182 1.3879
O 2.410052 2.027688 -0.361870 0.4195 0.7569 -0.2258
H -1.709801 -0.939267 1.818229 -0.0050 1.2604 -0.7244
H -0.855268 -2.477028 0.466023 1.0776 1.9844 -1.0084
H 0.967211 -2.171476 -1.019742 -0.3690 1.4079 0.2556
H 1.410089 0.162452 -1.926463 0.8771 0.8131 -3.4614
H 1.623222 0.837550 1.126631 0.0195 -0.4629 -2.2386
H 2.589954 2.516978 0.447298 0.1046 0.1085 -0.2476
```
Positions in Å, forces in eV/Å.

The SMILES is O=C1OO[C@@H]1/C=C\C=C\O. The relative energy (zero: lowest compared OMol25 entry of this formula, charge and spin) is 130.7 kcal/mol. Its net charge is 0. The calculation puts the energy at -14503.79870 eV. The calculation puts the molar mass at 142.11 g/mol.

***

(3)
A structure of composition C13H14BrN5PdS in a non-equilibrium geometry, computed with wB97M-V/def2-TZVPD.

XYZ file:
```
35
Properties=species:S:1:pos:R:3:forces:R:3
Pd 0.238279 -0.192300 0.871665 0.5672 -0.1409 -0.6309
C -3.675460 1.648096 -0.408923 -0.3357 0.4454 -0.0011
C -2.298847 1.173120 -0.304403 0.9413 -1.3918 0.0019
N -1.707331 0.700840 0.864090 -0.5663 1.2509 -0.8406
N -2.208358 0.950931 2.038426 -0.5457 0.3738 0.8236
C -1.336360 0.993616 3.165183 0.2594 -1.0302 -0.7010
N -1.891879 0.888005 4.329371 -1.4173 0.7194 0.8316
S 0.362140 1.052388 2.914570 -0.4129 -0.1486 -0.2198
C -1.362108 1.166946 -1.385226 -0.6012 0.1626 -0.4169
C -1.724257 1.671040 -2.656151 0.9593 -0.2475 0.0154
C -0.770971 1.775611 -3.692354 -0.6242 0.0782 1.5699
C 0.505770 1.312228 -3.364673 -0.5602 1.5027 -2.5123
C 0.781070 0.760013 -2.107487 0.2682 -0.3264 -0.1197
N -0.106742 0.713207 -1.154704 0.6323 -0.5608 0.9003
H -3.674482 2.538126 0.180304 -0.4154 0.9348 1.0624
H -4.469207 0.987947 -0.080378 0.0864 -0.4489 0.4861
H -4.042557 2.049844 -1.346808 0.5150 -0.3471 -0.4643
H -3.198573 1.183151 2.187699 0.1491 0.0270 -0.3233
H -2.928613 1.066999 4.493087 1.6547 -0.5274 -0.0894
H -1.298198 0.786455 5.166092 -0.4176 0.2654 -0.3028
H -2.727838 1.990787 -2.759217 -0.6782 0.3628 -0.5154
H -1.087432 2.308121 -4.597765 0.5817 -0.5345 0.0756
H 1.261714 1.503030 -4.154914 -0.0895 -0.6044 0.9023
H 1.756065 0.330481 -1.933187 0.1455 0.1131 0.2176
Br 5.450125 -4.615487 -0.123714 0.0864 0.1918 0.2430
C 4.088915 -3.448976 0.237539 -0.4224 0.1216 0.5945
C 2.794777 -3.810360 -0.183706 -1.0338 3.5918 0.6345
C 1.833517 -2.737351 -0.137315 1.7532 -1.3152 0.6047
N 2.050927 -1.590987 0.476373 -1.3564 1.1964 -0.1306
C 3.245614 -1.278731 0.977951 0.6986 -0.4807 0.9918
C 4.274947 -2.183487 0.909044 -0.0526 -0.3872 -1.6774
H 2.353440 -4.705867 -0.479655 0.2884 -1.8550 -0.7537
H 0.883426 -2.873917 -0.568706 -1.0707 -0.3734 -0.3745
H 3.399583 -0.335422 1.523694 -0.2147 -0.4140 -0.5234
H 5.228905 -1.778099 1.104195 1.2282 -0.2037 0.6417
```
Positions in Å, forces in eV/Å.

As for the multiplicity: 5. Its net charge is +4. The calculation puts the energy at -105467.50766 eV. The calculation puts the molar mass at 458.68 g/mol.